Entry 1:
Density functional theory data (ωB97M-V with the def2-TZVPD basis set) for a cluster of 2 separate species, C6H12 in total.

Summary:
Orbital gap, eV: 10.6
LUMO, eV: 1.2
Calculated total energy, eV: -6414.952
Energy above the lowest of the compared OMol25 structures with the same formula, charge and spin, kcal/mol: 45.8

Each line ends with the Mulliken charge.
Geometry (Å):
C  1.7061  -0.7963  1.9438  -0.8041
C  0.5187  -1.1720  1.4844  0.1708
C  -0.6722  -1.4172  2.3543  -1.0117
H  2.5643  -0.7303  1.2889  0.2606
H  1.8090  -0.5206  2.9851  0.2450
H  0.4830  -1.4493  0.4301  0.3037
H  -1.4859  -0.6995  2.2443  0.2541
H  -0.3558  -1.3665  3.3978  0.3233
H  -1.1008  -2.4104  2.1926  0.2618
C  -0.1737  2.0031  -0.9551  -0.7281
C  -0.5587  0.9088  -1.5947  0.1168
C  -0.4112  0.6837  -3.0622  -1.0740
H  -0.2422  2.0102  0.1296  0.2426
H  0.2021  2.9095  -1.4117  0.2569
H  -1.1631  0.1802  -1.0684  0.3308
H  0.3123  1.3697  -3.4960  0.3220
H  -1.3489  0.8351  -3.6024  0.2603
H  -0.0831  -0.3380  -3.2607  0.2691

***

Entry 2:
Density functional theory data (ωB97M-V with the def2-TZVPD basis set) for a structure of composition C19H19IrN6O at a distorted geometry.

Summary:
Spin multiplicity: 2
Total charge: +3
Orbital gap (spin up / spin down), eV: 6.0 / 5.6
LUMO (spin up / spin down), eV: -12.6 / -12.8
Calculated total energy, eV: -33810.418
Energy above the lowest of the compared OMol25 structures with the same formula, charge and spin, kcal/mol: 0.1

Each line ends with the Mulliken charge.
Geometry (Å):
Ir  -0.4868  -0.4094  0.2302  0.6728
C  3.7772  0.7028  -3.0792  -0.3240
C  4.0794  1.1670  -1.7801  -0.8692
C  3.3307  0.7425  -0.7215  -0.0090
C  2.2392  -0.1505  -0.9544  0.4345
C  1.9036  -0.5687  -2.2745  -0.1524
C  2.6920  -0.1698  -3.3146  -0.8906
N  1.4773  -0.6172  0.0986  -0.1059
C  2.0713  -1.0616  1.2615  0.6200
C  3.4291  -1.4177  1.3879  -0.0956
C  3.8904  -1.8607  2.6077  -0.9159
C  3.0287  -1.9775  3.7080  -0.5235
C  1.6687  -1.6799  3.5991  -0.5677
C  1.2074  -1.2418  2.3831  0.3427
N  -0.1346  -0.9517  2.0674  0.6839
N  -1.0529  -1.0774  2.9092  -0.9180
C  -2.3027  -0.8088  2.3576  0.2599
C  -3.4289  -0.9400  3.1437  -0.3664
C  -4.6702  -0.7111  2.5607  -0.3191
C  -4.7330  -0.3652  1.2189  -0.7918
C  -3.5633  -0.2406  0.4846  0.2554
N  -2.3593  -0.4481  1.0310  -0.1729
H  4.3866  1.0293  -3.9133  0.4663
H  4.8993  1.8574  -1.6338  0.4696
H  3.5216  1.1031  0.2810  0.5953
H  1.0761  -1.2490  -2.4168  0.5469
H  2.5006  -0.5246  -4.3182  0.4650
H  4.0913  -1.3855  0.5337  0.6056
H  4.9293  -2.1421  2.7162  0.4486
H  3.4197  -2.3301  4.6538  0.4576
H  0.9951  -1.8001  4.4367  0.5393
H  -3.3186  -1.2243  4.1812  0.5076
H  -5.5746  -0.8101  3.1464  0.4739
H  -5.6829  -0.1928  0.7321  0.4339
H  -3.5794  0.0235  -0.5630  0.4001
C  -2.6059  3.2832  -2.1931  -1.0730
N  -1.8463  2.1666  -1.6220  -0.0233
C  -1.6516  1.0025  -2.2378  0.7241
N  -2.2040  0.7803  -3.4265  -0.3781
O  -0.9453  0.0612  -1.7213  -0.6727
H  -2.6348  4.0858  -1.4630  0.3382
H  -3.6309  2.9796  -2.4036  0.3758
H  -2.1321  3.6603  -3.0999  0.3820
H  -1.2981  2.3360  -0.7947  0.2237
H  -2.6885  1.4977  -3.9410  0.1987
H  -2.0899  -0.1226  -3.8579  0.2479

***

Entry 3:
Density functional theory data (ωB97M-V with the def2-TZVPD basis set) for a cluster of 6 separate species, C45H43NO3S2 in total at a distorted geometry.

Summary:
Orbital gap, eV: 7.1
LUMO, eV: -1.1
Calculated total energy, eV: -76645.215

Each line ends with the Mulliken charge.
Geometry (Å):
C  3.3176  1.4206  -1.3106  -0.8437
S  3.9691  -0.0618  -0.3651  1.0965
O  3.9679  -1.2620  -1.3886  -0.5386
O  5.4870  0.1663  -0.0088  -0.6086
C  2.9274  -0.5885  1.0999  0.0221
C  1.9217  -1.8943  0.8543  -0.3882
C  0.9767  -2.4943  2.0527  -0.5547
C  1.0351  -1.7518  3.5411  -0.4224
C  2.0052  -0.4274  3.8422  0.1214
C  2.9111  0.1067  2.5879  0.2022
S  4.0154  1.6374  2.8589  -0.1567
C  4.2807  1.6217  4.7366  0.3300
C  5.6182  2.3931  5.3161  -0.6329
C  5.8336  2.4046  6.9668  0.4720
C  7.1534  3.2218  7.5136  -0.3247
C  6.7750  3.8450  8.9897  -0.0419
O  5.9838  4.9247  9.0450  -0.4839
C  4.7854  1.6504  7.9909  -0.4292
C  3.4700  0.8877  7.3194  -0.4946
C  3.1788  0.8557  5.6728  0.0675
N  1.9149  0.1647  5.2263  -0.1917
H  3.2254  2.4086  -0.6896  0.3399
H  2.3068  1.2021  -1.9074  0.2424
H  4.1211  1.6486  -2.1629  0.3884
H  1.8724  -2.4089  -0.2037  0.3973
H  0.2382  -3.3986  1.9237  0.3034
H  0.3292  -2.1642  4.4046  0.2712
H  6.3754  2.9518  4.6022  0.2033
H  7.3637  4.0876  6.7291  0.2994
H  8.0721  2.4908  7.5745  0.2865
H  7.2170  3.3518  9.9611  0.3135
H  4.9817  1.6568  9.1576  0.2065
H  2.7186  0.3694  8.0845  0.2440
H  1.0541  0.7341  5.3804  0.3055
C  7.6747  -2.0602  -5.2604  -0.3197
C  7.1127  -3.3345  -5.3311  -0.4019
C  6.0743  -3.6883  -4.4701  -0.4194
C  5.6004  -2.7685  -3.5344  -0.2202
C  6.1687  -1.4973  -3.4574  0.0074
C  7.2045  -1.1421  -4.3209  -0.5553
H  8.4792  -1.7825  -5.9360  0.3456
H  7.4836  -4.0523  -6.0585  0.3437
H  5.6342  -4.6804  -4.5278  0.3462
H  4.7897  -3.0430  -2.8651  0.3568
H  5.8035  -0.7823  -2.7242  0.1293
H  7.6457  -0.1506  -4.2624  0.3503
C  -0.4012  0.1428  -1.3697  -0.1496
C  -1.0774  -1.0357  -1.6838  -0.7250
C  -2.1793  -1.0020  -2.5378  0.0350
C  -2.6083  0.2120  -3.0748  -0.6710
C  -1.9378  1.3918  -2.7533  -0.3132
C  -0.8335  1.3576  -1.9023  -0.7334
H  0.4615  0.1152  -0.7096  0.5144
H  -0.7447  -1.9815  -1.2634  0.3498
H  -2.7040  -1.9211  -2.7851  0.4142
H  -3.4652  0.2383  -3.7422  0.3842
H  -2.2756  2.3389  -3.1670  0.4659
H  -0.3097  2.2768  -1.6537  0.4593
C  -0.0737  6.4264  -3.7107  -0.4623
C  -0.6722  6.8444  -4.8989  -0.3632
C  -1.0422  5.9061  -5.8620  -0.3613
C  -0.8096  4.5488  -5.6387  -0.5166
C  -0.2026  4.1316  -4.4544  -0.2822
C  0.1640  5.0695  -3.4897  -0.2980
H  0.2083  7.1571  -2.9575  0.3548
H  -0.8512  7.9023  -5.0741  0.3520
H  -1.5117  6.2320  -6.7864  0.3532
H  -1.1001  3.8174  -6.3877  0.3647
H  -0.0158  3.0743  -4.2828  0.5333
H  0.6348  4.7439  -2.5658  0.3264
C  -4.7302  -4.4358  -2.5475  -0.2556
C  -5.2923  -5.7102  -2.6182  -0.5154
C  -6.3306  -6.0640  -1.7572  -0.3618
C  -6.8045  -5.1442  -0.8215  -0.4986
C  -6.2362  -3.8730  -0.7445  0.0634
C  -5.2004  -3.5178  -1.6081  -0.3902
H  -3.9257  -4.1582  -3.2231  0.3353
H  -4.9213  -6.4279  -3.3456  0.3493
H  -6.7707  -7.0561  -1.8149  0.3555
H  -7.6152  -5.4187  -0.1522  0.3541
H  -6.6014  -3.1579  -0.0113  0.1931
H  -4.7592  -2.5263  -1.5495  0.3791
C  -9.3629  -2.1366  1.1961  0.1957
C  -10.7379  -1.9907  1.3772  -0.5245
C  -11.2542  -0.7918  1.8680  -0.3086
C  -10.3943  0.2609  2.1821  -0.4129
C  -9.0184  0.1118  2.0098  -0.3929
C  -8.5024  -1.0858  1.5155  -0.4223
H  -8.9615  -3.0685  0.8073  0.1682
H  -11.4079  -2.8119  1.1349  0.3484
H  -12.3262  -0.6773  2.0058  0.3517
H  -10.7964  1.1960  2.5620  0.3513
H  -8.3476  0.9300  2.2602  0.3445
H  -7.4304  -1.2010  1.3790  0.2977

***

Entry 4:
Density functional theory data (ωB97M-V with the def2-TZVPD basis set) for the molecule C5H7Br at a distorted geometry.

Summary:
Orbital gap, eV: 10.4
LUMO, eV: 1.0
Calculated total energy, eV: -75338.088
Energy above the lowest of the compared OMol25 structures with the same formula, charge and spin, kcal/mol: 39.9

Each line ends with the Mulliken charge.
Geometry (Å):
C  -1.3365  -0.5034  -0.5635  -1.1178
C  0.0401  -0.3710  -0.1443  0.4533
C  1.0299  -1.0551  0.4022  -0.8233
C  1.9525  0.0705  0.7390  0.1820
Br  3.5987  -0.0657  -0.1829  -0.1751
C  1.0336  1.1847  0.1873  -0.8259
H  -1.7818  -1.1803  0.1075  0.3149
H  -1.4137  -1.0649  -1.5166  0.2847
H  -1.7867  0.4083  -0.7651  0.3369
H  1.1571  -2.0654  0.5528  0.4825
H  2.1160  0.1635  1.7534  0.3508
H  1.3366  1.8390  -0.7215  0.2605
H  0.6940  1.9516  0.8634  0.2765

***

Entry 5:
Density functional theory data (ωB97M-V with the def2-TZVPD basis set) for a structure of composition C10H33Li2N6O10 at a distorted geometry.

Summary:
Total charge: +1
Orbital gap, eV: 7.6
LUMO, eV: -4.1
Calculated total energy, eV: -40726.123
Energy above the lowest of the compared OMol25 structures with the same formula, charge and spin, kcal/mol: 86.6

Each line ends with the Mulliken charge.
Geometry (Å):
Li  1.5966  -0.1043  -2.1900  0.7575
Li  -1.1528  -1.3053  -2.1152  0.7314
C  -0.3787  0.7861  0.0793  0.0209
O  -0.4066  0.4774  -1.2886  -0.9088
H  -0.0388  -0.0366  0.7084  0.0301
H  0.4015  1.4943  0.3584  0.0110
H  -1.3514  1.1658  0.3920  0.0775
C  -3.0718  -3.0161  -0.5328  -0.5539
C  -3.5678  -1.6020  -0.3218  -0.3516
O  -3.0097  -0.6465  -1.2853  -0.4715
O  -1.5736  -3.0777  -0.4494  -0.3723
H  -3.3290  -3.3764  -1.5288  0.3175
H  -3.4278  -3.6812  0.2539  0.3777
H  -3.3815  -1.2159  0.6803  0.2882
H  -4.6464  -1.6480  -0.4716  0.3303
H  -2.3900  -0.0512  -0.8573  0.1824
H  -1.3342  -3.9559  -0.7545  0.2588
C  -2.6907  0.1623  -4.7830  -0.5035
C  -2.8243  1.4417  -3.9800  -0.3774
O  -1.6039  2.0319  -3.4053  -0.5065
O  -1.8793  -0.8636  -4.2541  -0.4382
H  -2.2925  0.5173  -5.7335  0.3515
H  -3.6705  -0.2514  -5.0218  0.4117
H  -3.5421  1.1159  -3.2272  0.1939
H  -3.3842  2.0039  -4.7274  0.3696
H  -1.1797  1.4493  -2.7711  0.4115
H  -1.8741  -1.5881  -4.8840  0.2437
C  -1.5742  1.2795  4.4879  -0.4164
C  -2.0009  2.6040  3.8970  -0.4473
O  -1.4335  2.8365  2.6479  -0.5078
O  -2.2658  0.1647  4.0412  -0.4803
H  -1.2729  1.2350  5.5345  0.5044
H  -0.5825  1.2119  4.0407  0.1976
H  -1.9413  3.2374  4.7821  0.3350
H  -3.0695  2.5675  3.6851  0.2692
H  -1.9140  2.4040  1.9382  0.2585
H  -2.4863  -0.3613  4.8134  0.2776
C  1.8262  -3.3105  1.3640  0.6611
O  2.0755  -3.3899  2.5613  -0.7053
N  2.2599  -4.0178  0.4197  -0.3307
N  0.9782  -2.4984  0.8465  0.2018
H  2.9959  -4.6879  0.5910  0.2084
H  2.0267  -3.8842  -0.5539  0.1544
H  0.3890  -1.8082  1.2899  -0.0254
H  0.7312  -2.6985  -0.1121  -0.1962
C  3.8383  3.3083  1.0853  0.7213
O  4.9217  2.8357  0.9495  -0.6894
N  2.6603  2.8500  0.6262  -0.1606
N  3.6958  4.5493  1.4781  -0.4151
H  2.6085  1.8767  0.3614  -0.0258
H  1.8878  3.4975  0.5619  0.1677
H  4.5021  5.0817  1.7722  0.2379
H  2.8477  5.0937  1.5456  0.1442
C  3.8989  -0.5478  -0.4618  0.8693
O  2.8253  0.0906  -0.5650  -0.6137
N  4.8067  0.0027  0.3283  -0.3266
N  4.0951  -1.7520  -0.8797  -0.3086
H  5.7386  -0.3612  0.1897  0.1824
H  4.6083  0.8800  0.7878  0.0655
H  3.3046  -2.3645  -1.0215  0.1394
H  5.0221  -2.1506  -0.9218  0.1719